276
Properties=species:S:1:pos:R:3:forces:R:3 method="wB97M-V/def2-TZVPD" e_lumo_ev=0.4402 e_homo_ev=-7.907 total_charge=0
C -28.37800 -9.46602 -10.33565 0.190 0.154 0.860
C -28.63720 -9.82042 -8.83396 1.048 0.372 -0.341
C -28.15819 -8.54223 -8.04760 0.413 -1.176 0.752
C -30.10644 -10.00608 -8.71424 -1.623 -0.290 0.735
C -30.62194 -10.69340 -7.41534 0.323 -0.283 -0.689
C -29.98645 -12.07991 -7.14095 0.559 2.215 -0.854
C -28.40779 -11.95229 -7.20431 -1.558 -0.336 -0.483
C -27.81402 -11.42677 -5.87349 0.422 -0.519 -0.196
C -27.94893 -13.40631 -7.43941 1.513 -0.154 -0.298
N -28.01910 -11.14118 -8.44991 -3.473 0.399 0.569
O -26.70945 -11.19408 -8.77416 2.089 -0.132 0.022
H -27.39577 -8.99531 -10.37752 0.131 -0.481 -0.555
H -28.56871 -10.26336 -11.05397 0.492 -0.323 0.191
H -29.07693 -8.68511 -10.63527 -0.170 0.182 0.312
H -28.52767 -7.57523 -8.38888 -0.539 -0.281 -0.258
H -28.42590 -8.69902 -7.00268 -0.140 0.369 0.134
H -27.07577 -8.41392 -8.04673 0.198 -0.376 -0.186
H -30.57307 -9.02153 -8.74618 -0.068 0.180 -0.082
H -30.42499 -10.49793 -9.63332 -0.305 -0.477 0.158
H -30.45522 -9.96802 -6.61903 0.028 -0.223 0.366
H -31.69366 -10.88237 -7.47701 -0.198 0.412 -0.091
H -30.34857 -12.73557 -7.93283 0.256 -0.130 -0.084
H -30.40047 -12.45442 -6.20478 0.584 -0.137 0.199
H -26.75815 -11.69486 -5.91044 0.213 0.333 0.172
H -28.21513 -11.93622 -4.99733 -0.216 -0.354 -0.170
H -27.90940 -10.36998 -5.62411 -0.095 0.084 -0.614
H -28.38384 -14.03464 -8.21668 -0.990 0.678 -0.163
H -27.98030 -14.03379 -6.54868 0.035 0.339 0.270
H -26.92215 -13.38873 -7.80480 0.444 0.005 0.564
H -26.68367 -11.88698 -9.43811 0.379 0.006 -0.253
C -33.78050 -8.57024 -9.37813 -1.374 -0.223 2.037
C -34.60614 -8.70933 -10.65501 0.697 0.117 -0.625
C -34.92541 -7.31801 -11.10461 -1.071 1.266 -0.929
C -33.63422 -9.18884 -11.70858 1.633 -1.132 0.085
C -33.27092 -10.69708 -11.53471 -0.263 2.003 0.204
C -34.49261 -11.53352 -11.44525 -0.885 -0.499 -0.403
C -35.66708 -11.01212 -10.53992 -0.454 -0.807 -0.751
C -36.97351 -11.72461 -11.06804 0.003 -0.756 0.687
C -35.37128 -11.38825 -9.08653 -1.295 0.296 0.748
N -35.80693 -9.56037 -10.73992 1.853 -0.405 -1.072
O -36.91869 -9.00255 -10.13422 -0.534 0.015 0.631
H -33.33127 -7.58501 -9.25306 0.293 -0.090 -0.482
H -34.50568 -8.59053 -8.56462 -0.089 -0.014 0.392
H -33.06737 -9.35167 -9.11569 0.108 0.032 -0.432
H -35.38036 -7.40919 -12.09092 -0.152 0.174 -0.205
H -35.60677 -6.69122 -10.52932 -0.087 -0.425 0.501
H -34.03737 -6.70066 -11.24016 0.216 -0.315 0.104
H -33.86923 -8.87659 -12.72612 -0.472 -0.384 -0.080
H -32.72213 -8.64904 -11.45400 0.306 0.196 -0.307
H -32.64564 -11.02796 -12.36396 0.208 -0.074 0.230
H -32.75886 -10.78446 -10.57645 0.535 -0.025 -0.178
H -34.12321 -12.50141 -11.10639 -0.633 -0.327 0.201
H -34.85577 -11.67699 -12.46290 -0.334 -0.017 -0.021
H -37.10510 -11.84912 -12.14288 0.525 0.606 -0.170
H -37.94727 -11.41072 -10.69207 0.263 0.818 0.270
H -36.98526 -12.75684 -10.71808 0.482 -0.244 0.121
H -34.40604 -10.98973 -8.77414 -0.049 -0.523 0.149
H -35.60495 -12.40843 -8.78204 1.083 -0.644 -0.794
H -36.13890 -10.99968 -8.41730 -0.023 1.170 -0.076
H -37.48036 -8.88630 -10.90403 -0.428 0.254 0.195
C -26.69906 -10.69433 -15.93898 0.975 -0.478 -1.094
C -27.77295 -9.96575 -16.77549 -0.440 1.365 2.012
C -28.29830 -10.86599 -17.92461 0.708 0.272 0.259
C -28.92269 -9.65035 -15.71043 -0.267 -1.689 -0.956
C -29.86505 -8.54192 -16.02444 -0.426 -0.584 -0.318
C -29.10065 -7.28217 -16.24672 0.155 -0.312 0.651
C -28.00793 -7.38042 -17.35269 0.211 -0.069 0.984
C -28.77447 -7.42633 -18.62837 -0.373 0.271 -1.583
C -27.14530 -6.07392 -17.19349 0.128 -0.357 0.085
N -27.17027 -8.65172 -17.14818 -0.271 1.285 0.752
O -26.17285 -8.81293 -18.17172 -0.988 0.074 -0.081
H -25.70295 -10.34823 -16.21480 -0.028 0.310 -0.082
H -26.75290 -10.55502 -14.85925 -0.344 -0.134 -0.191
H -26.63553 -11.73853 -16.24510 -0.370 -0.316 0.495
H -27.44548 -11.05174 -18.57754 -0.110 0.131 -0.320
H -28.58115 -11.85058 -17.55223 -0.107 0.102 0.285
H -29.13807 -10.47290 -18.49766 0.124 0.194 0.076
H -29.44440 -10.60739 -15.71121 -0.381 -0.146 0.112
H -28.69571 -9.52985 -14.65116 1.256 0.128 -0.187
H -30.51860 -8.75083 -16.87140 -0.051 -0.147 -0.120
H -30.50477 -8.39934 -15.15350 -0.278 0.027 -0.032
H -28.68294 -7.04530 -15.26819 0.433 0.355 -0.032
H -29.92185 -6.59104 -16.43661 0.728 0.904 -0.513
H -28.16634 -7.35166 -19.52988 0.264 -0.242 0.075
H -29.47973 -6.59906 -18.70789 -0.038 0.169 0.167
H -29.36915 -8.33747 -18.69357 0.110 0.011 -0.029
H -26.47202 -6.05400 -16.33652 0.006 -0.702 0.318
H -27.78214 -5.22322 -16.95088 -0.376 -0.037 -0.415
H -26.49829 -5.78046 -18.02014 -0.291 -0.300 -0.425
H -25.41784 -8.31868 -17.84418 0.138 -0.019 0.174
C -32.41444 -0.72247 -7.99928 0.337 0.316 0.519
C -33.20769 -1.58842 -8.97731 -0.351 2.039 -0.141
C -32.76202 -3.02001 -8.86254 -0.418 -0.172 0.649
C -34.75924 -1.43082 -8.60788 -0.920 0.093 -1.726
C -35.44790 -0.09509 -9.13737 2.915 -0.119 -0.233
C -35.16642 0.06288 -10.64762 -0.038 -0.574 0.618
C -33.64130 0.08126 -11.00593 -0.068 -1.341 0.119
C -33.63037 -0.15444 -12.50973 0.977 -0.232 -0.457
C -32.98139 1.37807 -10.60304 -0.171 0.568 1.382
N -32.93506 -1.12965 -10.38152 -2.595 -0.015 -0.780
O -31.59805 -1.26749 -10.82213 -0.192 0.837 0.910
H -31.38548 -0.63905 -8.34910 0.083 -0.014 0.071
H -32.80245 0.28776 -7.86896 -0.121 0.021 -0.368
H -32.41022 -1.09652 -6.97547 0.069 -0.487 -0.004
H -33.10086 -3.33863 -7.87676 0.018 -0.382 0.074
H -33.23938 -3.63622 -9.62444 0.182 -0.067 -0.039
H -31.67603 -3.11324 -8.86832 -0.038 -0.003 -0.300
H -35.30734 -2.25017 -9.07301 0.080 -0.338 -0.265
H -34.97514 -1.56902 -7.54845 0.619 0.207 0.183
H -36.45821 0.18056 -8.83503 0.026 -0.651 0.091
H -34.76174 0.63490 -8.70797 -0.481 0.657 0.408
H -35.64736 0.94249 -11.07550 0.338 0.503 0.296
H -35.68258 -0.71528 -11.20987 0.261 -0.543 0.073
H -34.12904 -1.10075 -12.71928 -0.250 0.128 -0.118
H -32.62089 -0.27468 -12.90293 0.253 0.055 0.207
H -34.03478 0.66727 -13.10078 -0.444 0.036 0.228
H -33.00018 1.46377 -9.51658 0.124 -0.278 0.185
H -33.57766 2.26006 -10.83680 0.207 0.055 -0.882
H -31.92184 1.46608 -10.84325 -0.194 -0.017 -0.530
H -31.60027 -2.06387 -11.35821 -0.096 -0.547 0.079
C -28.04747 -2.60550 -6.99737 1.610 1.416 0.552
C -26.68438 -2.80716 -6.20449 -0.980 -2.823 -0.415
C -26.32959 -1.58350 -5.40759 0.232 1.454 -1.071
C -26.96147 -3.88808 -5.11339 0.958 0.490 0.425
C -26.89572 -5.33952 -5.53475 -1.296 0.139 0.040
C -25.64871 -5.68370 -6.33145 -0.344 0.617 0.654
C -25.43333 -4.71123 -7.52582 0.291 -0.250 1.004
C -23.99585 -4.91369 -7.96769 0.969 -0.479 -0.943
C -26.34388 -5.03304 -8.68052 -0.212 0.176 -1.424
N -25.57124 -3.31199 -7.06254 -0.292 -0.422 2.489
O -24.97274 -2.34279 -7.85651 -0.303 0.166 -0.756
H -27.79260 -2.00323 -7.86939 -0.157 -0.173 -0.351
H -28.62899 -3.48164 -7.28428 0.264 -0.038 0.254
H -28.58871 -1.91225 -6.35350 -0.691 -0.305 -0.079
H -27.11766 -1.26238 -4.72647 -0.043 -0.554 0.232
H -25.37592 -1.66284 -4.88574 -0.090 -0.189 0.023
H -26.27188 -0.73497 -6.08932 0.344 0.205 -0.129
H -26.25564 -3.77268 -4.29084 0.499 0.272 -0.071
H -27.89506 -3.58191 -4.64137 -0.379 -0.421 -0.181
H -26.98694 -5.97263 -4.65217 0.225 -0.045 0.141
H -27.85358 -5.49560 -6.03096 0.142 -0.550 -0.781
H -25.62697 -6.74809 -6.56531 -0.330 0.057 -0.837
H -24.80991 -5.63819 -5.63688 0.266 0.583 0.041
H -23.81265 -5.95185 -8.24477 -0.336 -0.327 0.146
H -23.21034 -4.70278 -7.24201 -0.362 0.325 0.393
H -23.71629 -4.39376 -8.88399 -0.284 0.408 0.021
H -26.24120 -4.18759 -9.36081 -0.148 0.101 -0.280
H -27.41387 -5.17904 -8.53254 0.037 0.155 0.654
H -26.01558 -5.90140 -9.25172 0.197 -0.193 0.167
H -24.12938 -2.18768 -7.42492 0.186 0.158 -0.019
C -22.52900 -8.65147 -15.14552 -0.181 0.461 0.519
C -23.01919 -8.37009 -13.69278 0.886 1.139 -0.886
C -23.11895 -9.66531 -12.94794 -1.520 -0.963 -0.423
C -21.90407 -7.52659 -12.97061 -0.274 -0.437 -0.345
C -22.41975 -6.72155 -11.78172 1.164 -0.263 -0.461
C -23.57410 -5.84940 -12.19142 -1.099 -1.677 0.560
C -24.77877 -6.71585 -12.76927 0.298 0.144 0.070
C -25.41465 -7.54368 -11.66512 -0.369 -0.349 0.891
C -25.80746 -5.72083 -13.32556 0.212 0.279 -0.200
N -24.28275 -7.56374 -13.88274 2.634 1.285 1.155
O -25.27956 -8.29401 -14.50782 -0.484 -0.224 0.112
H -22.34812 -7.68778 -15.62163 -0.362 0.050 -0.213
H -21.57173 -9.16461 -15.23728 -0.085 -0.384 0.429
H -23.31650 -9.21362 -15.64743 0.200 0.016 -0.257
H -22.15311 -10.16950 -12.91561 0.000 0.234 0.562
H -23.66576 -9.54487 -12.01274 0.664 -0.130 0.383
H -23.74466 -10.35288 -13.51700 -0.240 -0.110 -0.161
H -21.15384 -8.25277 -12.65767 -0.012 -0.079 0.194
H -21.36269 -6.95643 -13.72554 -0.309 0.667 0.076
H -22.60452 -7.37858 -10.93185 -0.722 -0.298 -0.168
H -21.65834 -6.09204 -11.32121 0.417 0.241 -0.447
H -23.24327 -5.06991 -12.87775 -0.226 0.050 0.013
H -23.89555 -5.47897 -11.21799 -0.588 0.845 -0.302
H -25.86890 -8.48536 -11.97334 -0.036 0.147 -0.601
H -26.21105 -6.98355 -11.17514 -0.047 0.122 0.075
H -24.72572 -7.84983 -10.87789 0.247 0.190 0.043
H -26.11948 -4.96703 -12.60269 0.303 -0.065 0.456
H -26.75585 -6.13519 -13.66758 0.205 -0.444 -0.274
H -25.30501 -5.16743 -14.11890 -0.240 -0.034 -0.338
H -25.42795 -7.72079 -15.26346 -0.647 -0.437 -0.467
C -39.01279 -2.83035 -14.46618 -0.734 0.452 1.356
C -38.09140 -2.30550 -13.31053 0.865 0.010 -0.876
C -37.16688 -3.43807 -12.77705 0.351 -0.727 -0.037
C -37.16003 -1.20627 -13.97555 -0.133 0.252 1.148
C -37.79363 0.21632 -14.13780 0.962 -1.906 1.458
C -38.29641 0.68367 -12.76919 -1.531 -1.563 0.210
C -39.27108 -0.36052 -12.01955 -0.357 0.516 -1.547
C -39.40874 0.01464 -10.54132 0.199 0.283 -0.281
C -40.66276 -0.26326 -12.73405 0.348 1.080 0.564
N -38.71827 -1.71326 -12.10725 2.063 1.334 -1.559
O -39.40731 -2.63896 -11.37123 -0.941 -0.688 0.616
H -39.62594 -1.99545 -14.80544 0.245 0.114 -0.436
H -38.46400 -3.28992 -15.28821 0.104 0.169 0.152
H -39.76724 -3.52424 -14.09545 0.201 -0.378 0.131
H -36.60465 -3.17274 -11.88173 0.003 0.618 -0.006
H -37.59794 -4.39719 -12.49006 -1.014 0.225 -0.015
H -36.42065 -3.81284 -13.47762 0.119 0.605 -0.583
H -36.31658 -1.11992 -13.29054 0.059 0.287 0.189
H -36.67641 -1.54688 -14.89108 -0.496 -0.312 -0.227
H -36.97073 0.90494 -14.32952 -0.224 0.048 -0.920
H -38.58240 0.16462 -14.88830 0.160 0.500 -0.089
H -38.87851 1.56653 -13.03343 -0.016 0.343 0.877
H -37.48192 0.87119 -12.06951 0.059 0.298 -0.296
H -38.47574 -0.00550 -9.97812 0.300 -0.570 -0.206
H -40.13369 -0.65622 -10.08033 -0.099 0.371 0.212
H -39.67185 1.06860 -10.45166 -0.644 -0.070 -0.091
H -41.11672 0.69548 -12.48335 0.051 0.291 0.175
H -41.42422 -0.97668 -12.41889 0.418 -0.494 -0.274
H -40.50535 -0.17851 -13.80929 -0.245 -0.621 -0.050
H -38.93720 -2.58972 -10.53566 -0.125 -0.483 0.324
C -34.85750 -6.86717 -15.40897 0.400 0.028 -1.206
C -35.40261 -6.02152 -16.59679 -1.047 0.225 0.061
N -36.35849 -6.65200 -17.50766 -0.949 -0.469 0.308
C -37.60314 -7.20724 -16.87241 0.638 1.985 -0.511
C -38.34136 -6.20687 -15.94431 0.680 -0.906 -0.194
C -35.60747 -7.63429 -18.27064 0.280 0.559 -1.199
C -36.31922 -8.15508 -19.52890 0.222 -1.133 1.428
H -34.26961 -6.22805 -14.75018 -0.335 -0.087 0.205
H -34.18414 -7.65856 -15.73815 0.137 -0.005 -0.169
H -35.66645 -7.39832 -14.90738 -0.079 0.396 0.315
H -35.89734 -5.14178 -16.18522 0.053 0.149 0.135
H -34.71920 -5.65698 -17.36372 0.939 0.166 0.904
H -37.32949 -8.13911 -16.37757 -0.552 -0.294 0.162
H -38.39455 -7.28198 -17.61818 0.570 -1.031 -0.549
H -37.71346 -5.90145 -15.10732 -0.397 0.041 0.244
H -39.22563 -6.77600 -15.65749 -0.001 0.213 0.668
H -38.72513 -5.33488 -16.47388 0.374 0.017 -0.166
H -34.70589 -7.14978 -18.64548 0.129 0.393 0.118
H -35.19394 -8.39924 -17.61341 -0.348 -0.791 -0.064
H -35.68224 -8.86387 -20.05801 0.320 0.273 -0.161
H -37.08506 -8.81823 -19.12661 -0.811 0.329 -0.610
H -36.64836 -7.36432 -20.20304 -0.221 -0.127 0.287
C -30.06603 -6.46472 -12.57869 0.340 1.142 -0.137
C -30.85104 -5.54943 -11.60891 0.586 0.860 -0.388
N -30.97644 -4.11106 -12.08919 0.301 -1.432 1.068
C -29.65507 -3.40570 -12.26921 -0.792 0.026 -0.313
C -28.66371 -3.54396 -11.14087 -0.399 -1.144 0.502
C -31.93012 -3.89953 -13.21347 1.126 0.732 2.107
C -33.35904 -4.35563 -12.93277 0.571 -0.349 -0.538
H -29.05257 -6.07100 -12.65604 0.275 -0.070 0.132
H -30.44156 -6.32236 -13.59201 -0.340 -0.387 -0.076
H -29.96044 -7.52346 -12.34203 -0.439 0.072 0.175
H -31.81735 -5.99357 -11.36999 -0.234 0.382 -0.222
H -30.35111 -5.45083 -10.64535 0.187 -0.330 0.007
H -29.13937 -3.71544 -13.17816 -0.138 0.027 -0.529
H -29.85411 -2.33541 -12.32378 -0.314 0.040 -0.488
H -27.87247 -2.79486 -11.11121 -0.302 0.225 -0.184
H -29.23890 -3.54369 -10.21500 0.315 0.202 0.323
H -28.16744 -4.51038 -11.22947 0.118 -0.150 0.276
H -31.45354 -4.30826 -14.10449 -0.555 0.194 -0.612
H -31.94253 -2.81130 -13.15267 -0.144 0.248 -1.326
H -33.95399 -4.04194 -13.79052 -0.169 -0.175 -0.053
H -33.81837 -3.90960 -12.05062 0.349 0.106 0.131
H -33.38961 -5.44169 -12.84535 -0.252 0.023 -0.054
C -25.50428 -1.56798 -15.19029 0.532 -1.343 0.819
C -24.62507 -2.18965 -14.05111 -0.230 1.475 -0.538
N -24.40487 -1.13103 -13.07286 -0.458 0.782 0.049
C -23.39415 -0.10469 -13.36410 0.306 -1.498 -1.146
C -23.56920 1.22163 -12.76374 -0.587 1.423 1.490
C -24.44673 -1.58930 -11.71281 0.598 -0.531 0.686
C -23.08573 -2.18571 -11.25042 -0.961 0.442 -0.223
H -25.62710 -2.30747 -15.98160 -0.291 0.029 -0.131
H -25.07533 -0.67101 -15.63700 0.052 -0.025 0.250
H -26.44660 -1.34876 -14.68823 -0.123 0.194 -0.454
H -25.13715 -2.99568 -13.52558 -0.298 0.137 -0.274
H -23.71345 -2.65515 -14.42575 0.439 0.095 -0.286
H -23.36428 0.08177 -14.43762 0.002 -0.533 -0.203
H -22.40003 -0.44764 -13.07740 0.354 -0.333 -0.088
H -23.68517 1.14122 -11.68291 -0.341 0.057 0.163
H -24.41147 1.77712 -13.17617 -0.137 -0.088 0.105
H -22.68844 1.85734 -12.85455 0.164 -0.163 -0.416
H -24.80699 -0.82028 -11.02951 0.195 0.232 0.012
H -25.19086 -2.38119 -11.62743 -0.154 0.001 -0.176
H -23.26140 -2.98528 -10.53076 0.273 0.140 0.099
H -22.63906 -2.58840 -12.15951 0.376 -0.192 0.228
H -22.47021 -1.38521 -10.84001 0.271 -0.295 0.080